# 1
Computed, not measured: a 9-piece molecular cluster, C12H44N2O11 overall in a non-equilibrium geometry, with ωB97M-V/def2-TZVPD.

Output
- ⟨S²⟩ = 0.755
- gap between HOMO and LUMO (alpha / beta) (eV) = 8.33 / 3.01
- strongest force on any atom (eV Å⁻¹) = 4.17
- multiplicity = 2
- energy relative to the best compared isomer or geometry (same formula, charge and spin) (kcal per mole) = 0.0
- total charge = +1

XYZ file:
```
69
C12H44N2O11 ωB97M-V/def2-TZVPD
C -8.09 10.18 -13.58
H -6.71 9.60 -22.04
H -2.36 8.09 -17.48
C -8.39 9.80 -15.88
H -9.18 10.20 -13.50
H -0.20 9.27 -20.21
H -2.70 7.65 -15.88
H -0.23 2.99 -25.24
H -5.65 10.67 -21.85
O -4.50 12.09 -23.15
H -8.50 7.91 -16.83
C -8.16 8.91 -17.10
H -6.72 7.09 -18.32
H -7.77 9.61 -12.71
H 0.78 7.06 -20.82
C -2.70 10.14 -20.57
H -2.29 10.65 -19.70
C -4.76 7.94 -18.36
H -1.78 6.35 -21.68
C -6.30 8.08 -18.46
H -6.95 13.70 -21.88
H -2.54 10.73 -21.47
H -0.70 6.73 -19.92
H -8.70 10.74 -24.38
H -8.87 9.24 -17.86
H -6.89 10.87 -19.78
O -4.40 7.69 -17.05
O -6.23 10.08 -21.36
H -5.68 13.27 -22.60
C -0.27 5.05 -21.85
H 0.81 5.15 -21.81
O -2.14 8.82 -20.66
H -7.55 11.10 -13.39
H -0.34 4.83 -24.06
H -8.21 10.81 -16.25
N -0.80 6.42 -21.89
O -8.40 10.93 -23.49
N -6.78 9.03 -17.49
C -0.75 8.70 -20.96
H -0.42 9.16 -21.89
H -6.54 8.43 -19.47
H -7.39 7.70 -23.43
H -4.26 8.85 -18.68
H -7.98 10.12 -23.20
O -7.16 11.28 -18.96
C -2.95 7.38 -16.90
H -6.07 8.42 -23.58
H -7.18 10.56 -18.33
H -4.72 11.43 -23.81
H -0.02 1.39 -24.43
O -7.01 8.58 -23.49
O -6.07 14.00 -22.11
H -1.79 4.27 -23.14
H -8.36 11.92 -21.86
H -7.88 12.28 -20.47
C -0.71 4.37 -23.14
C -0.30 7.22 -20.81
O -8.23 12.66 -21.28
H -3.77 10.12 -20.35
O -0.20 3.03 -23.18
H -1.57 2.07 -24.53
C -0.53 2.35 -24.41
O -7.57 9.57 -14.76
H -0.64 4.46 -21.01
H -4.32 7.17 -19.00
H -9.47 9.71 -15.72
H -2.81 6.32 -17.11
H -6.18 8.88 -16.69
H -3.57 12.26 -23.29
```

# 2
Computed, not measured: a 10-piece molecular cluster, C12H44O10 overall in a non-equilibrium geometry, with ωB97M-V/def2-TZVPD.

Output
- gap between HOMO and LUMO (eV) = 10.38
- strongest force on any atom (eV Å⁻¹) = 3.22
- SMILES = CC(C)O.CC(C)O.CC(C)O.CC(C)O.O.O.O.O.O.O
- energy relative to the best compared isomer or geometry (same formula, charge and spin) (kcal per mole) = 0.3
- total charge = 0

XYZ file:
```
66
C12H44O10 ωB97M-V/def2-TZVPD
H 1.70 -1.57 2.72
H -0.02 -3.35 -0.61
H -2.52 -0.23 3.82
C -0.92 5.87 0.38
C 3.51 -0.79 1.81
H 3.20 -3.40 2.80
C -2.59 0.97 2.00
C -0.03 4.75 -0.01
O -0.42 4.32 -1.35
H -1.31 3.95 -1.31
C -0.57 -4.87 -1.81
H 1.39 -0.59 0.48
H 3.26 0.27 1.77
O 0.90 -0.11 -3.08
H -2.63 2.20 -0.25
H -0.72 6.81 -0.19
C 2.78 -3.21 1.80
H 2.98 -2.09 -2.04
O 1.55 -1.56 0.65
H 0.67 -5.02 -3.61
O 1.70 2.48 -1.76
H -0.28 -1.61 0.38
H -2.61 -1.15 2.38
H -0.81 6.03 1.45
H -1.92 5.68 0.17
H -2.89 2.28 3.64
H -2.86 3.02 1.99
H -0.11 1.18 0.62
C -2.37 2.31 2.69
C -2.17 -0.23 2.81
H -0.06 3.90 0.74
C -0.42 -5.06 -3.31
O -1.13 -1.51 -0.08
O -2.94 2.89 -0.79
H 1.65 6.12 0.17
C -1.92 -4.90 -1.18
H -1.84 0.09 0.36
H 4.14 -1.07 2.69
H -1.38 2.63 3.01
H -1.08 -0.31 2.90
H -2.61 -4.18 -1.62
H 0.15 -0.27 -3.72
H 1.97 5.08 -1.07
O 0.04 -3.60 -1.56
H 1.21 1.68 -0.01
O 2.34 -2.43 -2.66
H 1.65 -2.91 -2.12
O 0.82 1.06 0.63
C 1.48 5.10 -0.10
H -0.71 -6.06 -3.61
H -3.68 0.99 1.74
H 1.48 1.63 -2.18
H -0.79 -1.34 -0.98
H -0.87 -4.25 -3.85
H 4.16 -0.99 0.99
O -1.92 1.00 0.79
H 2.03 -3.97 1.55
H -3.92 2.97 -0.78
H 0.93 3.03 -1.94
H -1.81 -4.77 -0.08
H -2.40 -5.93 -1.32
H 0.13 -5.62 -1.38
H 2.04 4.52 0.65
H 3.61 -3.23 1.11
C 2.34 -1.73 1.84
H 1.46 -0.87 -3.19
```

# 3
Computed, not measured: a 11-piece molecular cluster, C12H45FIN5O11P overall in a non-equilibrium geometry, with ωB97M-V/def2-TZVPD.

Output
- gap between HOMO and LUMO (eV) = 6.57
- strongest force on any atom (eV Å⁻¹) = 3.40
- total charge = +1

XYZ file:
```
76
C12H45FIN5O11P ωB97M-V/def2-TZVPD
O -6.85 2.30 1.39
H -0.27 2.28 1.02
O 6.94 -0.84 -2.29
O 4.51 0.02 -3.80
H -2.53 3.71 1.81
I 1.43 -4.80 1.58
H 1.20 4.58 0.24
H -4.15 3.37 1.14
H 8.82 -1.66 -1.97
C 0.91 -1.28 -0.73
H 7.48 -2.37 -1.03
C -3.43 3.10 1.91
N 1.64 -2.19 -0.03
P 3.37 -2.34 0.35
H 4.36 1.24 -5.44
H -2.11 2.23 -3.28
C 5.71 -6.12 2.45
H 5.02 -0.38 -5.77
H -8.00 0.58 1.55
N 4.18 -0.85 0.12
H 2.24 0.23 -0.84
C 7.90 -1.44 -1.42
H 3.25 -3.57 -1.44
H 4.76 -0.83 -0.73
O 3.98 -3.38 -0.84
C -4.69 -1.84 0.33
O -0.41 -0.69 2.67
O -2.09 0.97 -1.66
O -3.09 1.72 1.80
H -2.71 1.60 0.92
H -0.41 -1.59 2.34
H 7.33 -0.02 -2.62
C 5.01 0.45 -5.06
H 6.19 -5.27 1.96
H -1.80 0.67 3.32
H 8.12 -0.77 -0.59
C -5.87 5.63 0.48
H -5.92 4.91 1.29
H 5.10 -0.68 -3.48
C -0.39 -2.82 -0.01
H -3.88 3.28 2.89
N -0.42 -1.67 -0.72
H -2.18 -1.02 3.71
H -6.12 1.88 1.86
H -5.52 -1.28 0.77
H -6.32 5.19 -0.41
H 6.02 0.85 -4.95
H 1.11 0.20 -2.18
H -4.14 6.34 0.98
N 1.45 -0.22 -1.32
H -1.55 0.24 -1.34
H -2.37 -0.42 2.04
H 5.31 -6.79 1.68
O -4.52 5.95 0.18
H 6.44 -6.64 3.06
O 0.56 2.70 0.77
N 0.82 -3.17 0.45
C -1.78 -0.35 2.95
H -5.05 -2.40 -0.53
H -3.46 -3.21 0.92
H -6.98 0.70 0.08
H 4.23 -6.39 3.68
C -7.61 1.26 0.78
C 0.28 4.08 0.51
C -1.52 1.40 -2.89
O 4.65 -5.62 3.26
H -8.44 1.70 0.24
H 4.83 -0.69 0.89
O -4.18 -2.73 1.32
H -0.43 4.17 -0.32
H -6.42 6.53 0.75
H -0.14 4.55 1.40
F -1.47 -3.51 0.20
H -1.53 0.58 -3.62
H -0.49 1.74 -2.73
H -3.91 -1.14 0.02
```

no.,M (g/mol)
1,392.5
2,348.5
3,612.4